{"formula": "C6H14O2", "method": "ωB97M-V with the def2-TZVPD basis set", "de_lowest_kcal_mol": 69.2, "e_tot_ev": -10541.6141, "charge": 0, "homo_lumo_gap_ev": 9.453, "lumo_energy_ev": 0.78, "fmax_ev_per_a": 6.63, "molar_mass_da": 118.176, "elements": ["C", "C", "C", "C", "C", "C", "H", "H", "H", "H", "H", "H", "H", "H", "H", "H", "H", "H", "O", "H", "H", "O"], "xyz": [[-2.28, -0.30, 0.78], [-1.42, 0.77, 1.18], [-0.40, 1.18, 0.45], [0.06, 0.67, -0.82], [0.33, 1.43, -1.91], [-1.88, 1.60, 2.38], [-3.37, -0.19, 1.16], [-1.97, -1.28, 0.87], [-2.66, -0.14, -0.36], [0.28, 1.94, 0.80], [0.09, -0.45, -0.96], [0.36, 2.46, -2.09], [0.61, 0.85, -2.80], [-1.45, 2.50, 2.58], [-2.05, 0.91, 3.24], [-2.85, 1.94, 2.22], [2.20, -2.59, -1.71], [2.79, -2.30, -3.08], [2.66, -1.93, -2.17], [1.22, -1.78, 0.68], [2.51, -1.39, 0.06], [2.06, -2.14, 0.55]]}

---

{"formula": "CN2O2S", "method": "ωB97M-V with the def2-TZVPD basis set", "de_lowest_kcal_mol": 127.5, "e_tot_ev": -18941.6893, "charge": 0, "homo_lumo_gap_ev": [6.620, 6.291], "lumo_energy_ev": [-4.34, -4.54], "fmax_ev_per_a": 6.76, "molar_mass_da": 104.090, "elements": ["C", "N", "N", "O", "O", "S"], "xyz": [[-1.41, 0.27, 0.18], [-0.44, 0.48, 0.84], [-2.21, 0.26, -0.63], [1.96, 0.80, 0.08], [0.88, -1.35, -0.77], [1.22, -0.46, 0.30]]}

---

{"formula": "C34H32F5MnN4O2PS", "method": "ωB97M-V with the def2-TZVPD basis set", "de_lowest_kcal_mol": 6.3, "e_tot_ev": -110866.8591, "charge": 0, "homo_lumo_gap_ev": [8.233, 8.418], "spin_multiplicity": 6, "lumo_energy_ev": [0.48, 0.45], "fmax_ev_per_a": 1.60, "molar_mass_da": 741.625, "elements": ["Mn", "O", "C", "O", "C", "C", "C", "C", "C", "C", "P", "C", "C", "C", "C", "C", "C", "C", "C", "C", "C", "C", "C", "H", "H", "H", "H", "H", "H", "H", "H", "H", "H", "H", "H", "H", "H", "N", "C", "C", "C", "N", "H", "H", "H", "H", "F", "C", "C", "F", "C", "F", "C", "S", "C", "F", "C", "F", "C", "C", "N", "C", "C", "C", "C", "N", "H", "H", "H", "H", "H", "H", "H", "H", "H", "H", "H", "H", "H", "H"], "xyz": [[0.64, 0.50, -1.29], [2.98, -1.77, -0.26], [2.96, -0.55, -0.11], [2.65, 0.30, -0.99], [3.25, 0.07, 1.24], [4.53, 0.19, 1.76], [4.73, 0.86, 2.95], [3.66, 1.42, 3.63], [2.37, 1.30, 3.13], [2.17, 0.63, 1.93], [0.52, 0.39, 1.18], [-0.02, -1.11, 2.09], [0.16, -1.30, 3.45], [-0.27, -2.46, 4.06], [-0.90, -3.45, 3.30], [-1.08, -3.27, 1.94], [-0.62, -2.12, 1.34], [-0.46, 1.72, 1.92], [0.00, 3.02, 1.71], [-0.76, 4.10, 2.10], [-2.01, 3.89, 2.68], [-2.48, 2.60, 2.86], [-1.72, 1.51, 2.49], [5.37, -0.23, 1.22], [5.73, 0.97, 3.35], [3.83, 1.95, 4.56], [1.54, 1.76, 3.65], [0.65, -0.53, 4.04], [-0.13, -2.61, 5.12], [-1.24, -4.35, 3.78], [-1.58, -4.04, 1.37], [-0.71, -1.96, 0.27], [0.97, 3.15, 1.26], [-0.40, 5.10, 1.96], [-2.62, 4.73, 2.97], [-3.46, 2.44, 3.30], [-2.08, 0.50, 2.63], [-2.51, 1.52, -1.58], [-3.84, 1.47, -1.38], [-4.11, 0.22, -0.86], [-2.86, -0.42, -0.78], [-1.90, 0.39, -1.23], [-1.97, 2.23, -2.06], [-4.47, 2.30, -1.60], [-5.06, -0.19, -0.60], [-2.64, -1.40, -0.42], [0.62, 8.01, -1.00], [0.47, 6.70, -1.28], [1.50, 5.80, -0.99], [2.61, 6.24, -0.38], [1.36, 4.47, -1.34], [2.33, 3.60, -1.02], [0.22, 3.98, -2.00], [0.15, 2.41, -2.70], [-0.82, 4.90, -2.19], [-1.99, 4.46, -2.71], [-0.71, 6.24, -1.85], [-1.72, 7.08, -2.07], [2.40, -4.55, -2.11], [1.08, -4.22, -1.42], [0.06, -3.73, -2.35], [-0.81, -4.74, -2.92], [-2.00, -5.06, -2.03], [-0.07, -2.41, -2.59], [-1.20, -1.94, -3.46], [0.72, -1.50, -2.13], [3.07, -5.01, -1.40], [2.86, -3.64, -2.48], [2.24, -5.22, -2.95], [1.26, -3.47, -0.64], [0.68, -5.11, -0.93], [-0.22, -5.65, -3.06], [-1.15, -4.42, -3.90], [-1.67, -5.43, -1.06], [-2.62, -5.83, -2.49], [-2.61, -4.18, -1.87], [-2.17, -2.32, -3.14], [-1.02, -2.25, -4.49], [-1.21, -0.85, -3.43], [1.56, -1.87, -1.67]]}

---

{"formula": "CH9O4", "method": "ωB97M-V with the def2-TZVPD basis set", "de_lowest_kcal_mol": 13.0, "e_tot_ev": -9373.6210, "charge": -1, "homo_lumo_gap_ev": 8.250, "lumo_energy_ev": 4.17, "fmax_ev_per_a": 3.08, "molar_mass_da": 85.079, "elements": ["C", "O", "H", "H", "H", "H", "H", "O", "H", "H", "O", "H", "H", "O"], "xyz": [[0.86, 0.37, 2.32], [0.18, -0.11, 1.24], [0.93, 1.44, 2.51], [0.64, -0.21, 3.24], [1.96, 0.03, 2.33], [-0.88, 1.14, -1.78], [-1.42, -0.26, -1.67], [-1.57, 0.55, -2.21], [0.06, -1.48, 0.01], [0.60, -1.99, -1.32], [0.10, -2.28, -0.54], [0.08, 0.75, 0.20], [0.84, 2.02, -0.13], [0.30, 1.43, -0.65]]}

---

{"formula": "C33H36BrN4OTi", "method": "ωB97M-V with the def2-TZVPD basis set", "de_lowest_kcal_mol": 7.2, "e_tot_ev": -135967.8625, "charge": 1, "homo_lumo_gap_ev": [6.959, 7.414], "spin_multiplicity": 3, "lumo_energy_ev": [-2.00, -3.21], "fmax_ev_per_a": 2.02, "molar_mass_da": 632.449, "elements": ["Ti", "C", "C", "C", "C", "C", "C", "C", "C", "C", "C", "H", "H", "H", "H", "H", "H", "H", "H", "H", "H", "H", "H", "H", "H", "H", "Br", "C", "C", "C", "C", "C", "C", "N", "C", "C", "C", "C", "C", "C", "N", "H", "H", "H", "H", "H", "H", "H", "H", "H", "C", "N", "N", "C", "O", "C", "C", "C", "C", "C", "C", "C", "C", "C", "H", "H", "H", "H", "H", "H", "H", "H", "H", "H", "H", "H"], "xyz": [[-0.16, 0.93, 0.42], [0.43, 2.84, 1.51], [0.34, 1.75, 2.43], [1.36, 0.82, 2.10], [2.06, 1.31, 0.97], [1.49, 2.56, 0.60], [2.15, 3.51, -0.36], [3.28, 0.71, 0.35], [1.79, -0.34, 2.95], [-0.50, 1.75, 3.68], [-0.32, 4.13, 1.65], [2.39, 3.03, -1.31], [3.09, 3.84, 0.08], [1.54, 4.38, -0.56], [3.33, 0.91, -0.72], [3.32, -0.37, 0.50], [4.18, 1.14, 0.80], [2.23, -1.14, 2.36], [0.96, -0.74, 3.53], [2.55, 0.00, 3.66], [0.06, 2.21, 4.50], [-0.76, 0.74, 4.00], [-1.42, 2.31, 3.54], [-1.40, 3.96, 1.71], [-0.13, 4.80, 0.82], [-0.01, 4.63, 2.57], [-1.42, 7.46, -3.29], [-1.39, 5.73, -2.53], [-0.40, 4.84, -2.90], [-0.38, 3.56, -2.35], [-1.33, 3.18, -1.42], [-2.34, 4.09, -1.07], [-2.37, 5.36, -1.61], [-1.33, 1.89, -0.85], [-2.47, 1.18, -1.01], [-2.71, 0.06, -0.19], [-3.80, -0.81, -0.34], [-3.97, -1.84, 0.56], [-3.03, -2.01, 1.59], [-1.97, -1.14, 1.67], [-1.79, -0.12, 0.81], [0.34, 5.14, -3.63], [0.38, 2.85, -2.65], [-3.09, 3.78, -0.36], [-3.14, 6.06, -1.32], [-3.21, 1.50, -1.74], [-4.50, -0.66, -1.15], [-4.81, -2.51, 0.48], [-3.13, -2.80, 2.32], [-1.21, -1.24, 2.44], [0.29, -5.13, -1.91], [0.01, -3.71, -1.86], [0.47, -2.89, -0.86], [0.10, -1.61, -1.14], [0.48, -0.63, -0.42], [-0.65, -1.65, -2.33], [-0.67, -2.96, -2.75], [-1.28, -3.57, -3.96], [1.40, -3.34, 0.12], [0.96, -3.57, 1.42], [1.86, -4.04, 2.37], [3.18, -4.26, 2.02], [3.62, -4.02, 0.72], [2.73, -3.56, -0.23], [0.57, -5.48, -0.92], [1.11, -5.35, -2.60], [-0.59, -5.67, -2.24], [-1.09, -0.80, -2.82], [-1.71, -2.80, -4.59], [-2.06, -4.29, -3.70], [-0.52, -4.11, -4.54], [-0.08, -3.40, 1.67], [1.52, -4.22, 3.38], [3.88, -4.63, 2.76], [4.65, -4.19, 0.46], [3.05, -3.35, -1.24]]}

---

{"formula": "C32H84BrFO13PS", "method": "ωB97M-V with the def2-TZVPD basis set", "e_tot_ev": -154042.8784, "charge": -1, "homo_lumo_gap_ev": 6.839, "lumo_energy_ev": 1.93, "fmax_ev_per_a": 6.73, "molar_mass_da": 838.954, "elements": ["C", "C", "C", "C", "Br", "O", "P", "O", "C", "S", "O", "O", "F", "H", "H", "H", "H", "H", "H", "H", "H", "H", "H", "H", "H", "C", "C", "C", "O", "H", "H", "H", "H", "H", "H", "H", "H", "C", "C", "C", "O", "H", "H", "H", "H", "H", "H", "H", "H", "C", "C", "C", "O", "H", "H", "H", "H", "H", "H", "H", "H", "C", "C", "C", "O", "H", "H", "H", "H", "H", "H", "H", "H", "C", "C", "C", "O", "H", "H", "H", "H", "H", "H", "H", "H", "C", "C", "C", "O", "H", "H", "H", "H", "H", "H", "H", "H", "C", "C", "C", "O", "H", "H", "H", "H", "H", "H", "H", "H", "C", "C", "C", "O", "H", "H", "H", "H", "H", "H", "H", "H", "C", "C", "C", "O", "H", "H", "H", "H", "H", "H", "H", "H"], "xyz": [[3.00, 0.82, -3.01], [2.75, 0.20, -4.51], [2.42, -1.40, -4.55], [1.00, -1.84, -3.86], [0.72, -3.68, -4.69], [-0.19, -1.12, -4.42], [-1.17, -0.71, -3.00], [-0.60, -2.07, -2.01], [0.89, -2.04, -2.24], [1.82, -3.47, -1.42], [3.29, -3.50, -1.91], [1.09, -4.85, -1.55], [1.81, -3.11, 0.29], [2.92, 0.03, -2.14], [4.11, 1.25, -2.94], [2.28, 1.75, -2.86], [1.95, 0.88, -5.06], [3.77, 0.37, -5.11], [3.30, -2.08, -4.14], [2.33, -1.69, -5.71], [-1.78, 0.01, -1.87], [-2.38, -1.37, -3.42], [-1.65, 0.36, -3.89], [-0.05, 0.18, -2.72], [1.19, -1.15, -1.52], [3.37, -1.68, 4.34], [2.34, -0.93, 3.52], [0.92, -1.32, 3.93], [2.52, -1.23, 2.14], [3.28, -2.76, 4.20], [4.39, -1.40, 4.03], [3.27, -1.46, 5.41], [2.47, 0.15, 3.65], [0.75, -2.39, 3.77], [0.19, -0.78, 3.33], [0.74, -1.09, 4.99], [2.40, -2.18, 2.02], [4.89, 1.16, -9.43], [5.35, 0.45, -8.16], [6.66, -0.28, -8.38], [4.35, -0.48, -7.76], [4.73, 0.45, -10.24], [3.94, 1.67, -9.26], [5.64, 1.90, -9.75], [5.46, 1.18, -7.35], [6.56, -1.05, -9.16], [6.97, -0.80, -7.46], [7.46, 0.41, -8.67], [4.24, -1.13, -8.48], [-3.49, -0.47, -7.44], [-2.38, 0.56, -7.61], [-1.21, -0.01, -8.40], [-1.92, 0.97, -6.32], [-3.13, -1.35, -6.89], [-4.31, -0.05, -6.86], [-3.87, -0.80, -8.41], [-2.77, 1.44, -8.12], [-0.77, -0.88, -7.89], [-0.42, 0.73, -8.50], [-1.53, -0.33, -9.40], [-1.57, 0.19, -5.86], [-2.53, 0.33, 3.62], [-3.41, 0.23, 2.39], [-4.39, -0.93, 2.50], [-2.59, 0.05, 1.24], [-1.93, -0.58, 3.75], [-1.82, 1.16, 3.52], [-3.12, 0.49, 4.52], [-3.96, 1.17, 2.25], [-3.86, -1.88, 2.59], [-5.01, -0.99, 1.60], [-5.04, -0.81, 3.37], [-2.10, -0.78, 1.35], [5.12, 2.09, 3.49], [4.40, 2.92, 4.54], [5.20, 4.15, 4.92], [4.18, 2.12, 5.70], [6.08, 1.73, 3.87], [4.53, 1.20, 3.24], [5.29, 2.67, 2.58], [3.42, 3.22, 4.16], [6.17, 3.87, 5.35], [4.68, 4.74, 5.68], [5.38, 4.79, 4.05], [5.04, 1.85, 6.05], [6.21, -6.54, -3.98], [6.58, -5.07, -4.14], [6.11, -4.25, -2.95], [6.00, -4.56, -5.33], [5.12, -6.66, -3.92], [6.54, -7.11, -4.85], [6.66, -6.97, -3.08], [7.67, -4.98, -4.24], [5.02, -4.29, -2.85], [6.38, -3.19, -3.08], [6.56, -4.61, -2.02], [5.03, -4.64, -5.25], [-7.73, 0.37, 0.18], [-8.25, 1.06, 1.43], [-8.36, 2.57, 1.22], [-7.36, 0.81, 2.52], [-6.72, 0.73, -0.08], [-7.64, -0.71, 0.35], [-8.39, 0.53, -0.67], [-9.23, 0.66, 1.70], [-7.38, 3.01, 0.99], [-8.72, 3.06, 2.13], [-9.04, 2.80, 0.40], [-6.49, 1.17, 2.29], [2.06, 2.84, 10.24], [1.15, 2.59, 9.05], [1.55, 1.32, 8.31], [1.22, 3.70, 8.15], [3.10, 2.97, 9.92], [1.77, 3.77, 10.75], [2.02, 2.02, 10.95], [0.11, 2.51, 9.39], [2.57, 1.40, 7.92], [0.89, 1.16, 7.44], [1.49, 0.45, 8.96], [2.14, 3.78, 7.84], [-9.31, 2.80, 6.69], [-9.99, 2.73, 5.33], [-10.36, 1.30, 4.97], [-9.11, 3.25, 4.34], [-8.38, 2.21, 6.70], [-9.04, 3.83, 6.93], [-9.97, 2.41, 7.48], [-10.89, 3.35, 5.33], [-9.47, 0.66, 4.91], [-10.84, 1.26, 3.98], [-11.05, 0.87, 5.70], [-8.31, 2.70, 4.33]]}

---

{"formula": "C25H60ClIN6O5P2", "method": "ωB97M-V with the def2-TZVPD basis set", "e_tot_ev": -85271.8611, "charge": 0, "homo_lumo_gap_ev": 7.770, "lumo_energy_ev": -0.41, "fmax_ev_per_a": 7.07, "molar_mass_da": 749.097, "elements": ["C", "C", "C", "Cl", "C", "C", "C", "C", "C", "O", "C", "C", "C", "C", "I", "O", "C", "O", "H", "H", "H", "H", "H", "H", "H", "H", "H", "H", "H", "H", "H", "H", "H", "H", "H", "H", "H", "H", "H", "H", "H", "H", "O", "P", "N", "C", "C", "N", "C", "C", "N", "C", "C", "H", "H", "H", "H", "H", "H", "H", "H", "H", "H", "H", "H", "H", "H", "H", "H", "H", "H", "O", "P", "N", "C", "C", "N", "C", "C", "N", "C", "C", "H", "H", "H", "H", "H", "H", "H", "H", "H", "H", "H", "H", "H", "H", "H", "H", "H", "H"], "xyz": [[-2.17, 3.55, 0.79], [-1.66, 2.28, 0.07], [-0.27, 2.41, -0.67], [0.29, 4.13, -0.61], [0.83, 1.40, -0.20], [1.92, 1.35, -1.35], [3.12, 2.32, -1.17], [3.73, 2.68, -2.57], [3.03, 3.97, -3.04], [3.66, 4.53, -4.19], [2.87, 5.61, -4.69], [1.52, 1.80, 1.12], [0.67, 1.61, 2.41], [1.34, 2.51, 3.52], [0.78, -0.41, 3.20], [0.35, 0.04, -0.05], [-0.32, -0.46, -1.13], [-1.20, -1.21, -0.97], [-1.46, 3.87, 1.56], [-2.42, 4.34, 0.07], [-3.11, 3.30, 1.32], [-1.60, 1.43, 0.76], [-2.43, 1.99, -0.67], [-0.47, 2.21, -1.74], [2.31, 0.33, -1.48], [1.45, 1.62, -2.32], [3.93, 1.84, -0.60], [2.87, 3.27, -0.70], [4.79, 2.95, -2.48], [3.58, 1.88, -3.31], [1.97, 3.75, -3.28], [3.03, 4.74, -2.24], [2.46, 5.37, -5.68], [3.49, 6.52, -4.79], [2.03, 5.84, -4.01], [1.86, 2.84, 1.12], [2.39, 1.12, 1.22], [-0.36, 1.96, 2.34], [0.60, 2.76, 4.29], [1.72, 3.46, 3.11], [2.12, 1.91, 4.00], [-0.02, -0.25, -2.18], [-5.90, 1.95, 0.41], [-6.48, 0.89, -0.52], [-8.08, 0.91, 0.12], [-8.98, -0.22, 0.17], [-8.83, 2.11, -0.23], [-5.56, -0.42, 0.16], [-5.88, -0.91, 1.49], [-4.12, -0.17, 0.07], [-6.96, -0.15, -1.89], [-6.64, -1.57, -1.98], [-6.63, 0.49, -3.18], [-9.44, -0.45, -0.80], [-9.78, -0.02, 0.89], [-8.49, -1.13, 0.54], [-9.19, 2.08, -1.26], [-8.21, 3.00, -0.11], [-9.69, 2.24, 0.44], [-6.01, -0.10, 2.22], [-5.10, -1.57, 1.86], [-6.79, -1.51, 1.47], [-3.78, 0.53, 0.84], [-3.86, 0.25, -0.90], [-3.56, -1.10, 0.17], [-5.57, -1.76, -2.11], [-7.17, -2.00, -2.84], [-6.99, -2.12, -1.11], [-5.55, 0.50, -3.36], [-6.99, 1.53, -3.18], [-7.12, -0.02, -4.01], [6.21, -1.67, 1.21], [5.51, -2.93, 1.69], [6.84, -4.00, 1.48], [6.76, -5.40, 1.13], [7.91, -3.80, 2.45], [4.42, -3.02, 0.34], [4.94, -3.38, -0.97], [3.61, -1.82, 0.22], [4.56, -4.18, 2.55], [3.44, -4.90, 1.95], [4.15, -3.70, 3.89], [6.48, -6.03, 1.98], [7.73, -5.74, 0.76], [6.06, -5.59, 0.32], [7.65, -4.24, 3.43], [8.10, -2.73, 2.61], [8.85, -4.24, 2.11], [5.85, -2.83, -1.23], [4.20, -3.20, -1.75], [5.15, -4.45, -1.03], [4.16, -0.98, -0.22], [3.25, -1.50, 1.21], [2.72, -2.01, -0.39], [2.58, -4.26, 1.76], [3.13, -5.69, 2.63], [3.73, -5.39, 1.03], [3.38, -2.92, 3.82], [5.01, -3.27, 4.41], [3.77, -4.52, 4.50]]}

---

{"formula": "C5H11NO", "method": "ωB97M-V with the def2-TZVPD basis set", "de_lowest_kcal_mol": 0.6, "e_tot_ev": -8901.6708, "charge": 0, "homo_lumo_gap_ev": 10.450, "lumo_energy_ev": 0.87, "fmax_ev_per_a": 0.34, "molar_mass_da": 101.149, "elements": ["C", "C", "C", "N", "C", "O", "C", "H", "H", "H", "H", "H", "H", "H", "H", "H", "H", "H"], "xyz": [[1.02, -0.07, 2.06], [1.17, -1.03, 0.87], [-0.16, -1.33, 0.18], [-0.83, -0.15, -0.33], [-0.43, 0.45, -1.49], [0.49, 0.00, -2.17], [-1.19, 1.70, -1.90], [1.97, 0.05, 2.59], [0.70, 0.92, 1.72], [0.28, -0.44, 2.77], [1.86, -0.61, 0.13], [1.60, -1.98, 1.21], [0.01, -2.00, -0.67], [-0.85, -1.83, 0.87], [-1.54, 0.29, 0.22], [-0.50, 2.54, -1.92], [-2.03, 1.94, -1.23], [-1.57, 1.55, -2.91]]}